# C6H17N2O

A 2-piece molecular cluster, C6H17N2O overall at a distorted geometry (ωB97M-V with the def2-TZVPD basis set, the OMol25 dataset).

```
26
Properties=species:S:1:pos:R:3:mulliken_charge:R:1
C 0.653 -1.737 -0.944 -0.569
C 1.757 -0.806 -0.647 -0.725
C 1.341 0.682 -0.793 -0.670
N -1.106 1.970 -1.589 -0.415
C -0.918 1.593 -0.259 0.712
C 0.248 1.075 0.202 -0.761
C -1.927 1.811 0.754 -1.036
N -0.553 -1.771 0.191 -0.209
H 1.087 -2.762 -0.976 0.383
H 0.355 -1.471 -1.966 0.344
H 2.233 -0.926 0.473 0.253
H 2.569 -1.002 -1.215 0.554
H 1.040 0.684 -1.932 0.155
H 2.304 1.269 -0.674 0.244
H -1.909 2.407 -1.880 0.175
H -0.289 2.067 -2.164 0.175
H 0.496 0.953 1.248 0.591
H -1.559 2.820 1.347 0.263
H -2.886 2.114 0.138 0.351
H -2.268 0.961 1.333 0.331
H -1.411 -2.180 -0.370 0.406
H -0.860 -0.784 0.384 0.080
H -0.329 -2.407 0.889 0.357
H 1.012 -2.237 3.004 0.304
H 0.467 -0.738 2.896 0.265
O 0.454 -1.585 2.550 -0.559
```

Summary:
Orbital gap (eV): 8.6
Energy relative to the best compared isomer or geometry (same formula, charge and spin) (kcal/mol): 71.78
Maximum force (eV/Å): 7.453
LUMO level (eV): -2.92
Total charge: +1
Highest occupied orbital energy (eV): -11.515
Total energy (eV): -11517.09254

=====

# C6H17N2O3

A 2-piece molecular cluster, C6H17N2O3 overall at a distorted geometry (ωB97M-V with the def2-TZVPD basis set, the OMol25 dataset).

```
28
Properties=species:S:1:pos:R:3:mulliken_charge:R:1
C 0.053 3.119 2.054 -0.854
C -1.435 1.987 0.574 -0.761
C 0.567 2.762 -0.291 -0.963
C -0.041 -3.366 -1.709 -0.260
C -0.015 -3.859 -0.207 -0.646
C 0.936 -1.194 -0.901 0.095
N 0.773 -2.127 -1.806 -0.148
N -0.025 2.188 0.917 0.265
O -0.750 -3.088 0.744 -0.532
O 1.389 -0.065 -1.218 -0.838
O 0.546 0.943 1.129 -0.432
H -0.046 2.557 2.951 0.396
H 1.050 3.476 1.983 0.353
H -0.611 3.968 1.979 0.369
H -1.555 0.910 0.102 0.195
H -2.054 1.992 1.418 0.455
H -1.870 2.738 -0.142 0.351
H -0.118 3.622 -0.583 0.350
H 1.571 3.182 0.063 0.368
H 0.777 2.152 -1.103 0.466
H 0.471 -4.176 -2.261 0.297
H -0.991 -3.102 -2.203 0.273
H 1.001 -3.894 0.236 0.332
H -0.403 -4.843 -0.155 0.466
H 0.381 -1.548 0.006 0.392
H 1.003 -1.755 -2.753 0.252
H -1.671 -3.353 0.865 0.310
H 1.068 0.772 0.310 0.448
```

Summary:
Orbital gap (eV): 10.9
Energy relative to the best compared isomer or geometry (same formula, charge and spin) (kcal/mol): 74.29
Maximum force (eV/Å): 5.370
LUMO level (eV): -2.37
Total charge: +1
Highest occupied orbital energy (eV): -13.245
Total energy (eV): -15611.22046

=====

# C6H17N3

A 3-piece molecular cluster, C6H17N3 overall at a distorted geometry (ωB97M-V with the def2-TZVPD basis set, the OMol25 dataset).

```
26
Properties=species:S:1:pos:R:3:mulliken_charge:R:1
H -2.884 2.296 -0.476 0.227
N -2.216 2.078 0.265 -0.657
C -1.168 1.505 -0.161 -0.141
N -0.845 1.152 -1.444 -0.247
H -0.326 1.305 0.540 0.343
H -1.419 1.516 -2.190 0.196
H 0.144 1.031 -1.632 0.306
C -0.398 -1.534 0.712 -1.104
C -1.652 -1.013 0.792 0.215
C -2.711 -1.214 -0.237 -1.153
H -0.161 -2.198 -0.109 0.288
H 0.126 -1.769 1.631 0.402
H -1.978 -0.544 1.711 0.305
H -2.284 -1.486 -1.200 0.325
H -3.387 -2.010 0.079 0.367
H -3.301 -0.306 -0.352 0.283
C 2.985 -0.473 0.904 -1.460
C 1.866 0.415 0.366 0.525
N 2.062 0.834 -1.012 -0.579
H 3.038 -1.398 0.328 0.309
H 3.956 0.024 0.844 0.426
H 2.796 -0.729 1.945 0.345
H 0.850 -0.353 0.404 -0.380
H 1.804 1.317 0.977 0.425
H 2.308 0.035 -1.586 0.215
H 2.797 1.520 -1.099 0.218
```

Summary:
Orbital gap (eV): 9.5
Energy relative to the best compared isomer or geometry (same formula, charge and spin) (kcal/mol): 49.97
SMILES string: [H]/N=C\N.C=CC.CCN
Maximum force (eV/Å): 3.998
LUMO level (eV): 0.97
Total charge: 0
Highest occupied orbital energy (eV): -8.577
Total energy (eV): -10966.03988

=====

# C6H17N3

A 2-piece molecular cluster, C6H17N3 overall at a distorted geometry (ωB97M-V with the def2-TZVPD basis set, the OMol25 dataset).

```
26
Properties=species:S:1:pos:R:3:mulliken_charge:R:1
C 0.043 1.547 -2.272 0.288
C -0.976 1.413 -3.385 -1.043
C 0.167 0.950 2.053 -0.186
C -0.283 0.738 3.537 -1.313
C -0.645 -3.099 -0.148 -0.712
C 0.616 -0.417 1.666 -0.233
N 0.982 2.423 -2.266 -0.314
N 0.348 -0.933 0.514 -0.080
N 0.690 -2.374 0.262 -0.086
H -1.269 2.336 -3.840 0.361
H -0.741 0.825 -4.368 0.314
H -1.864 0.811 -3.029 0.274
H -0.487 1.209 1.310 0.377
H 1.081 1.569 2.225 0.287
H -0.025 0.743 -1.616 0.123
H 0.593 0.882 4.107 0.436
H -0.656 -0.198 3.788 0.429
H -1.064 1.490 3.808 0.321
H -1.302 -3.316 0.766 0.329
H -1.105 -2.354 -0.735 0.351
H -0.355 -3.912 -0.821 0.370
H 1.164 -1.014 2.455 0.410
H 1.083 3.214 -2.977 0.276
H 1.680 2.470 -1.507 0.237
H 1.227 -2.231 -0.629 0.416
H 1.100 -2.773 1.101 0.370
```

Summary:
Orbital gap (alpha / beta) (eV): 3.4 / 3.2
Energy relative to the best compared isomer or geometry (same formula, charge and spin) (kcal/mol): 126.16
Maximum force (eV/Å): 6.106
LUMO level (alpha / beta) (eV): -8.65 / -14.18
Total charge: +2
Highest occupied orbital energy (alpha / beta) (eV): -12.028 / -17.352
Total energy (eV): -10942.13572
Multiplicity: 3

=====

# C6H17N5O

An isolated ion of composition C6H17N5O and charge +2 at a distorted geometry (ωB97M-V with the def2-TZVPD basis set, the OMol25 dataset).

```
29
Properties=species:S:1:pos:R:3:mulliken_charge:R:1
C 0.560 -0.087 0.560 0.179
C -0.096 -1.237 0.436 0.451
C 0.125 1.426 0.472 0.427
C -3.361 0.286 -0.751 -0.967
C 2.070 -0.187 0.867 -1.784
C 2.977 -0.395 -0.354 -0.147
N 0.398 -2.507 0.556 -0.388
N -0.808 1.899 1.279 -0.268
N 0.971 2.216 -0.210 -0.297
N -1.578 -1.240 -0.002 -0.026
N -1.950 0.118 -0.494 -0.395
O 2.758 0.633 -1.248 -0.519
H -3.505 -0.142 -1.674 0.388
H -3.890 -0.302 -0.022 0.382
H -3.425 1.351 -0.875 0.366
H 2.242 -1.108 1.525 0.556
H 2.369 0.631 1.433 0.447
H 2.787 -1.356 -0.879 0.317
H 4.068 -0.392 0.133 0.341
H 1.347 -2.526 0.764 0.212
H -0.162 -3.210 1.134 0.287
H -1.111 2.866 0.986 0.286
H -1.418 1.428 1.910 0.219
H 1.650 1.700 -0.748 0.231
H 0.968 3.255 -0.177 0.247
H -1.746 -1.963 -0.729 0.380
H -2.292 -1.258 0.707 0.402
H -1.391 0.232 -1.315 0.309
H 3.516 0.573 -1.856 0.363
```

Summary:
Orbital gap (alpha / beta) (eV): 6.8 / 7.1
Maximum force (eV/Å): 10.634
LUMO level (alpha / beta) (eV): -6.45 / -10.36
Total charge: +2
Highest occupied orbital energy (alpha / beta) (eV): -13.298 / -17.419
Total energy (eV): -15973.40808
Multiplicity: 3

=====

# C6H17NNbO

C6H17NNbO as an isolated structure at a distorted geometry (ωB97M-V with the def2-TZVPD basis set, the OMol25 dataset).

```
26
Properties=species:S:1:pos:R:3:mulliken_charge:R:1
C -2.243 -1.720 1.376 -0.937
C -2.222 -0.206 1.438 0.627
O -2.691 0.359 2.419 -0.640
N -1.674 0.515 0.386 -0.128
C -1.488 -0.129 -0.909 -0.767
C -0.312 -1.109 -1.119 -0.835
C 0.933 -0.879 -0.266 -0.198
C 1.998 0.019 -0.957 -1.309
Nb 2.140 2.067 0.014 -0.733
H -2.452 -2.069 2.376 0.337
H -2.993 -2.075 0.679 0.276
H -1.270 -2.097 1.084 0.236
H -0.886 1.096 0.659 0.129
H -1.371 0.685 -1.617 0.327
H -2.422 -0.617 -1.168 0.374
H -0.058 -1.090 -2.174 0.502
H -0.672 -2.120 -0.930 0.392
H 1.385 -1.856 -0.107 0.212
H 0.670 -0.512 0.719 0.411
H 2.962 -0.482 -0.923 0.363
H 1.761 0.145 -2.011 0.356
H 1.710 1.319 1.642 0.039
H 3.958 1.768 0.193 -0.004
H 2.356 2.904 -1.622 -0.018
H 0.335 2.471 -0.104 -0.040
H 2.545 3.613 0.920 0.032
```

Summary:
Orbital gap (eV): 7.5
Maximum force (eV/Å): 1.330
LUMO level (eV): 2.72
Total charge: -1
Highest occupied orbital energy (eV): -4.795
Total energy (eV): -11579.59694

=====

# C6H17NO

A 2-piece molecular cluster, C6H17NO overall at a distorted geometry (ωB97M-V with the def2-TZVPD basis set, the OMol25 dataset).

```
25
Properties=species:S:1:pos:R:3:mulliken_charge:R:1
C 2.797 0.670 -0.828 -1.136
C 1.169 0.470 -0.999 -0.740
C 0.556 -0.663 -0.221 -0.410
N -0.241 -0.018 0.978 -0.335
C -1.271 -0.904 1.353 -0.775
C -2.615 -0.748 0.651 -0.409
C -2.664 -1.251 -0.854 -1.238
H 3.139 1.712 -0.577 0.557
H 3.248 0.152 0.036 0.449
H 3.304 0.376 -1.768 0.336
H 0.971 1.439 -0.742 0.462
H 1.078 0.500 -2.120 0.376
H 1.388 -1.360 0.311 0.214
H -0.074 -1.375 -0.654 0.416
H -0.565 0.864 0.601 0.316
H -1.653 -0.796 2.292 0.377
H -0.867 -1.971 1.433 0.311
H -3.328 -1.238 1.344 0.348
H -2.899 0.281 0.553 0.302
H -3.634 -0.982 -1.164 0.428
H -2.494 -2.222 -0.838 0.407
H -1.954 -0.626 -1.515 0.192
O 2.303 2.949 1.088 -0.725
H 1.565 2.340 1.315 0.325
H 2.744 2.401 0.326 -0.046
```

Summary:
Orbital gap (eV): 9.8
Energy relative to the best compared isomer or geometry (same formula, charge and spin) (kcal/mol): 76.42
SMILES string: CCCNCCC.O
Maximum force (eV/Å): 5.846
LUMO level (eV): 0.95
Total charge: 0
Highest occupied orbital energy (eV): -8.891
Total energy (eV): -10032.26859

=====

# C6H17NO

A 2-piece molecular cluster, C6H17NO overall at a distorted geometry (ωB97M-V with the def2-TZVPD basis set, the OMol25 dataset).

```
25
Properties=species:S:1:pos:R:3:mulliken_charge:R:1
C -1.467 2.007 -0.273 -1.178
C -1.479 1.086 0.925 -0.247
C -1.398 -0.393 0.448 -0.952
N -0.223 -0.863 -0.284 -0.341
C 0.968 -1.128 0.516 -0.672
C 2.226 -0.326 0.175 -0.346
C 2.052 1.136 -0.194 -1.110
H -2.349 1.973 -0.915 0.360
H -1.355 3.084 -0.099 0.331
H -0.573 1.839 -0.843 0.180
H -0.764 1.378 1.695 0.273
H -2.445 1.088 1.421 0.362
H -2.282 -0.473 -0.183 0.398
H -1.426 -1.023 1.333 0.454
H -0.118 -0.275 -1.102 0.424
H 1.242 -2.173 0.343 0.198
H 0.703 -1.070 1.561 0.389
H 2.924 -0.413 0.998 0.325
H 2.676 -0.801 -0.698 0.283
H 2.900 1.784 0.027 0.390
H 1.237 1.640 0.303 0.171
H 1.805 1.240 -1.253 0.289
O -1.124 -3.262 -1.581 -0.663
H -0.776 -2.368 -1.580 0.401
H -0.956 -3.688 -0.741 0.281
```

Summary:
Orbital gap (eV): 9.7
Energy relative to the best compared isomer or geometry (same formula, charge and spin) (kcal/mol): 20.08
SMILES string: CCCNCCC.O
Maximum force (eV/Å): 1.452
LUMO level (eV): 0.93
Total charge: 0
Highest occupied orbital energy (eV): -8.795
Total energy (eV): -10034.71146